Record 1
{
  "formula": "C6H7N2",
  "method": "ωB97M-V/def2-TZVPD",
  "species": ["C", "C", "C", "C", "C", "N", "C", "N", "H", "H", "H", "H", "H", "H", "H"],
  "positions_angstrom": [[-1.52037, -1.02905, -0.03698], [-0.02938, -0.71548, 0.11947], [0.97515, -1.60672, 0.02421], [2.18184, -0.92085, 0.12775], [2.51930, 0.28093, -0.02132], [1.61272, 1.21372, -0.02438], [0.28298, 0.71632, 0.12704], [-0.67871, 1.63991, 0.01742], [-1.82931, -0.59616, -0.94363], [-2.19131, -0.58454, 0.75459], [-1.85953, -1.99270, -0.20302], [0.74322, -2.63406, -0.05333], [1.99760, 2.21308, 0.21669], [-1.70307, 1.48015, 0.22685], [-0.50110, 2.53547, -0.33137]],
  "homo_energy_ev": -13.551,
  "smiles": "Cc1cc#c[nH]c1=[NH2+]",
  "de_lowest_kcal_mol": 83.1,
  "charge": 1
}


Record 2
{
  "formula": "C21H39BBrCaCl3F9IN5Na2O9S",
  "method": "ωB97M-V/def2-TZVPD",
  "species": ["C", "C", "C", "I", "N", "C", "B", "N", "O", "N", "C", "N", "N", "C", "C", "C", "F", "F", "C", "F", "F", "S", "F", "F", "F", "F", "F", "H", "H", "H", "H", "H", "H", "H", "H", "H", "H", "H", "H", "H", "H", "H", "O", "H", "Na", "Br", "O", "C", "C", "O", "H", "H", "H", "H", "C", "Cl", "Cl", "Cl", "H", "Na", "Ca", "O", "C", "C", "O", "H", "H", "H", "H", "C", "C", "C", "O", "H", "H", "H", "H", "H", "H", "H", "H", "O", "C", "O", "C", "C", "C", "H", "H", "H", "H", "H", "H"],
  "positions_angstrom": [[-4.06511, -0.97958, 4.94866], [-3.41888, -1.45478, 3.62250], [-4.18728, -0.93660, 2.42363], [-3.35953, -2.09323, 0.29105], [-4.35518, 0.36980, 2.24113], [-5.47177, 0.94966, 1.62525], [-6.73877, 0.33533, 1.01270], [-6.82561, 0.54915, -0.45349], [-7.73934, -0.34117, 1.68275], [-5.34040, 2.32557, 1.57109], [-4.19561, 2.62520, 2.10973], [-3.66693, 3.89116, 2.25465], [-3.51331, 1.45045, 2.49014], [-2.19692, 1.39622, 3.06291], [-1.13279, 0.72295, 2.18441], [-0.70559, 1.59933, 0.99091], [-1.43940, 2.73981, 0.97951], [0.58510, 1.97044, 1.16714], [-0.89612, 0.90010, -0.37960], [-0.54486, -0.36807, -0.32454], [-2.22520, 0.96112, -0.64532], [-0.00355, 1.68441, -1.88935], [-0.01307, 0.28025, -2.64221], [1.40512, 1.30941, -1.29317], [-0.03819, 3.10310, -1.22423], [-1.39879, 2.01313, -2.61036], [0.73018, 2.32507, -3.13407], [-3.33723, -0.49136, 5.60160], [-4.86526, -0.25700, 4.77330], [-4.50554, -1.81198, 5.49713], [-2.36910, -1.17187, 3.60271], [-3.50190, -2.53986, 3.58959], [-5.18852, -1.35503, 2.47593], [-6.85536, 1.55660, -0.60793], [-7.65808, 0.17664, -0.90033], [-8.04440, -1.10741, 1.18265], [-3.71960, 4.39734, 3.11860], [-3.12215, 4.31125, 1.52281], [-1.92351, 2.41761, 3.31958], [-2.23364, 0.86506, 4.01877], [-1.47667, -0.26748, 1.87922], [-0.24227, 0.56511, 2.79479], [0.03150, 6.25992, 0.00744], [-0.34255, 5.36860, -0.03850], [-4.61220, 1.51922, -0.82578], [1.85299, 7.29472, 1.13016], [-2.66622, -5.30732, 0.84793], [-1.42894, -5.45259, 0.45475], [-0.83135, -6.99465, 0.65046], [0.40734, -7.08657, 0.22185], [-0.66617, -4.80006, 0.93428], [-1.24475, -5.27878, -0.64995], [-1.57452, -7.62724, 0.12811], [-1.00838, -7.18985, 1.72999], [3.64131, 4.13489, -1.32106], [2.55184, 3.67017, -0.02717], [3.01523, 5.50020, -2.22446], [5.24139, 4.52585, -0.64532], [3.74954, 3.29643, -1.99754], [-2.43950, -4.50626, -1.84888], [3.53820, 6.54076, 2.79315], [7.53473, 0.84256, -2.42823], [7.46179, 2.01030, -2.81364], [9.27302, 2.72399, -2.90820], [9.14739, 3.89168, -3.27988], [7.01960, 2.77745, -2.15650], [7.12071, 2.20188, -3.84825], [9.70982, 1.96897, -3.58475], [9.58736, 2.50281, -1.87324], [5.82465, 7.35720, -3.02348], [7.23416, 7.83126, -2.70349], [8.23068, 7.37037, -3.75683], [7.63536, 7.35333, -1.41726], [5.78811, 6.26631, -3.04310], [5.12307, 7.69253, -2.25961], [5.49048, 7.73198, -3.99277], [7.24615, 8.92115, -2.63832], [8.26499, 6.27881, -3.79981], [9.23459, 7.71820, -3.50991], [7.96290, 7.74851, -4.74549], [7.63651, 6.39005, -1.46223], [-3.12717, -8.97252, 1.10161], [-2.93674, -9.96749, 0.48214], [-3.71012, -10.34523, -0.58528], [-3.29460, -11.62881, -1.06354], [-1.85456, -11.79299, -0.58988], [-1.86403, -11.01342, 0.72136], [-3.95775, -12.38919, -0.64055], [-3.38936, -11.64515, -2.14772], [-1.55188, -12.83431, -0.49072], [-1.17750, -11.31056, -1.29587], [-2.16838, -11.63157, 1.56796], [-0.91363, -10.53146, 0.93576]],
  "homo_energy_ev": -1.584,
  "charge": -1
}


Record 3
{
  "formula": "C25H50N3O4",
  "method": "ωB97M-V/def2-TZVPD",
  "species": ["C", "C", "C", "C", "C", "N", "C", "C", "O", "O", "H", "H", "H", "H", "H", "H", "H", "H", "H", "H", "H", "H", "H", "H", "C", "C", "C", "C", "C", "C", "N", "O", "C", "C", "C", "H", "H", "H", "H", "H", "H", "H", "H", "H", "H", "H", "H", "H", "H", "H", "H", "H", "H", "C", "C", "C", "C", "C", "C", "N", "O", "C", "C", "C", "H", "H", "H", "H", "H", "H", "H", "H", "H", "H", "H", "H", "H", "H", "H", "H", "H", "H"],
  "positions_angstrom": [[0.42992, -4.31614, -0.93499], [0.58934, -3.09238, -1.95462], [-0.15595, -1.74140, -1.51518], [-1.51888, -1.94831, -0.69603], [-2.70654, -0.92720, -1.14289], [-3.97823, -1.27757, -0.47444], [-4.88320, -2.12908, -1.27976], [-4.17478, -3.10618, -2.32855], [-3.72426, -4.27174, -2.08329], [-4.00239, -2.58562, -3.61737], [1.12290, -5.19386, -1.21369], [0.52293, -4.02223, 0.16606], [-0.63939, -4.73800, -1.05628], [1.72367, -2.87794, -2.03050], [0.19967, -3.35788, -3.00466], [-0.36972, -1.09916, -2.43188], [0.56245, -1.15551, -0.82584], [-1.29032, -1.77164, 0.42541], [-1.94835, -3.00960, -0.74886], [-2.38158, 0.09729, -0.70518], [-2.76539, -0.77523, -2.26782], [-3.86509, -1.58698, 0.49452], [-5.72192, -1.51671, -1.79044], [-5.44685, -2.81534, -0.53432], [-6.32277, 3.39005, 0.14819], [-5.48432, 2.37855, 0.98231], [-6.06316, 2.20916, 2.41013], [-5.69974, 3.31543, 3.39103], [-4.19907, 3.57150, 3.38244], [-3.67040, 3.87300, 1.96538], [-4.05405, 2.81701, 0.97577], [-3.28240, 1.72736, 1.22345], [-4.20298, 5.26016, 1.53045], [-2.13695, 4.07785, 2.03361], [-5.71862, 1.02113, 0.26114], [-5.75213, 4.25741, -0.18213], [-6.68286, 2.94762, -0.78585], [-7.19606, 3.75366, 0.69804], [-5.70454, 1.26320, 2.83675], [-7.15410, 2.12061, 2.36249], [-6.25323, 4.22914, 3.14967], [-6.01417, 3.02851, 4.39990], [-3.97143, 4.40486, 4.05571], [-3.68542, 2.69658, 3.79943], [-3.87977, 5.50667, 0.51499], [-3.82152, 6.04533, 2.19119], [-5.28945, 5.34352, 1.57316], [-1.61399, 3.21550, 2.45355], [-1.88694, 4.93164, 2.67092], [-1.72464, 4.27923, 1.03997], [-5.28602, 1.01928, -0.74172], [-6.79270, 0.82553, 0.16028], [-5.30504, 0.17682, 0.81191], [8.27794, -1.70124, 0.22001], [7.04580, -2.28088, -0.53314], [7.08854, -1.92453, -2.04122], [6.63233, -0.51347, -2.38531], [5.28839, -0.20890, -1.73840], [5.31255, -0.44166, -0.21421], [5.80007, -1.81124, 0.14732], [4.80763, -2.68984, -0.14870], [6.19903, 0.65059, 0.43276], [3.90377, -0.15359, 0.36048], [7.25171, -3.81868, -0.45062], [8.01206, -0.99763, 1.00780], [8.83650, -2.48061, 0.74830], [8.97513, -1.19847, -0.45646], [6.44605, -2.62034, -2.59662], [8.10095, -2.07614, -2.43217], [7.38977, 0.21339, -2.07321], [6.54456, -0.41170, -3.47170], [5.00895, 0.82666, -1.95771], [4.51801, -0.83526, -2.20433], [6.27332, 0.50932, 1.51496], [5.77221, 1.64423, 0.26469], [7.20910, 0.69250, 0.02323], [3.12572, -0.76666, -0.10035], [3.61731, 0.88811, 0.18835], [3.87961, -0.32385, 1.44142], [7.17508, -4.17813, 0.57901], [8.24547, -4.08895, -0.82466], [6.53285, -4.37094, -1.06116]],
  "multiplicity": 3,
  "homo_energy_ev": [-3.654, -3.654],
  "de_lowest_kcal_mol": 11.6,
  "charge": -1
}


Record 4
{
  "formula": "C33H73BrClF3N6O8P2S2",
  "method": "ωB97M-V/def2-TZVPD",
  "species": ["C", "C", "C", "C", "C", "C", "C", "O", "S", "O", "O", "C", "C", "C", "C", "O", "C", "C", "C", "Br", "C", "F", "S", "O", "O", "F", "C", "C", "C", "C", "Cl", "C", "C", "F", "H", "H", "H", "H", "H", "H", "H", "H", "H", "H", "H", "H", "H", "H", "H", "H", "H", "H", "H", "H", "H", "H", "H", "H", "H", "H", "H", "H", "H", "H", "H", "H", "H", "H", "H", "H", "H", "C", "N", "C", "P", "O", "N", "C", "C", "N", "C", "C", "H", "H", "H", "H", "H", "H", "H", "H", "H", "H", "H", "H", "H", "H", "H", "H", "H", "H", "C", "N", "C", "P", "O", "N", "C", "C", "N", "C", "C", "H", "H", "H", "H", "H", "H", "H", "H", "H", "H", "H", "H", "H", "H", "H", "H", "H", "H"],
  "positions_angstrom": [[-2.72095, -5.26171, -5.20665], [-3.55554, -4.74538, -4.01391], [-3.99011, -5.96071, -3.19900], [-2.67051, -3.72289, -3.27478], [-3.06881, -3.48593, -1.81528], [-2.29625, -2.43132, -0.98809], [-3.31453, -1.94419, 0.05671], [-2.27987, -1.23310, -1.86780], [-1.04111, -0.77510, -2.70827], [-0.57862, -1.66904, -3.72162], [-1.36191, 0.52623, -3.21607], [0.21317, -0.65311, -1.40792], [1.38153, 0.05304, -2.14383], [2.76172, 0.02854, -1.49978], [3.83591, 0.54237, -2.45535], [3.84543, -0.07346, -3.73104], [-0.40362, 0.37416, -0.42340], [0.45565, 1.24002, 0.50292], [-0.50319, 2.23864, 1.19616], [1.54107, 0.43145, 1.89627], [0.38407, -2.13667, -0.92136], [1.32114, -1.98294, 0.07713], [1.38786, -3.30660, -2.05062], [0.58598, -4.02383, -2.97160], [2.21355, -4.04343, -1.15796], [2.32946, -2.39260, -2.86168], [-0.90109, -2.88369, -0.31363], [-0.79288, -4.44305, -0.46787], [-1.52453, -5.45332, 0.46481], [-2.92123, -5.29831, 1.06012], [-1.54433, -7.00576, -0.49718], [-0.90877, -2.71650, 1.23086], [0.18919, -3.37681, 2.06681], [-0.91139, -1.38180, 1.64188], [-3.33517, -5.72508, -5.97554], [-1.98876, -5.97339, -4.81802], [-2.12483, -4.44750, -5.62166], [-4.42994, -4.27483, -4.47157], [-4.61803, -6.62287, -3.79269], [-4.55674, -5.67087, -2.31069], [-3.11087, -6.49834, -2.84238], [-2.82126, -2.78636, -3.80935], [-1.62752, -3.99321, -3.41108], [-4.09330, -3.11114, -1.87836], [-3.14608, -4.45827, -1.34539], [-2.92043, -1.15348, 0.68891], [-4.17616, -1.53906, -0.46620], [-3.65536, -2.75057, 0.69775], [1.07630, 1.09730, -2.23730], [1.46001, -0.27839, -3.17575], [3.06613, -0.97127, -1.19938], [2.85640, 0.64561, -0.60657], [4.80741, 0.32913, -2.00797], [3.73322, 1.61471, -2.59181], [3.22598, 0.40592, -4.29790], [-0.78345, 1.15124, -1.09319], [-1.31598, 0.04150, 0.05407], [1.11203, 1.85968, -0.10073], [-0.06255, 3.22972, 1.26427], [-1.46563, 2.27089, 0.68629], [-0.71042, 1.88782, 2.20656], [0.25033, -4.68866, -0.28140], [-0.91599, -4.76250, -1.49220], [-0.87548, -5.74045, 1.28446], [-3.30700, -6.29413, 1.26749], [-3.66977, -4.78409, 0.47043], [-2.86946, -4.82269, 2.04227], [-1.85099, -3.09128, 1.61231], [0.62082, -4.29372, 1.68190], [-0.21989, -3.59143, 3.05537], [0.99710, -2.67211, 2.23631], [-0.65316, 2.40114, 8.94269], [-1.02681, 1.72870, 7.71726], [-2.44713, 1.42222, 7.67031], [-0.10616, 0.72659, 6.70919], [-0.54972, 1.04944, 5.33966], [1.57094, 1.21686, 6.67651], [1.99928, 2.50369, 7.20221], [2.15248, 1.00736, 5.35119], [0.10935, -0.62649, 7.72425], [1.15564, -0.60326, 8.72777], [0.11240, -1.90591, 6.99970], [-0.74679, 1.76130, 9.83329], [-1.31277, 3.26079, 9.08638], [0.34972, 2.80164, 8.90630], [-2.70644, 0.56352, 8.30656], [-2.75441, 1.19779, 6.64862], [-3.02721, 2.28563, 7.99921], [1.40276, 3.34666, 6.82776], [3.04071, 2.67218, 6.92229], [1.99250, 2.51403, 8.29134], [1.90697, 1.81731, 4.65698], [1.79467, 0.07847, 4.90916], [3.23996, 0.93711, 5.43580], [2.15836, -0.65587, 8.29441], [1.00533, -1.47021, 9.37487], [1.09421, 0.28116, 9.36019], [1.03046, -2.04965, 6.41360], [-0.73528, -1.95419, 6.31448], [0.01572, -2.73797, 7.69830], [2.38364, 5.75022, -2.34482], [2.74891, 4.72948, -3.30423], [4.19101, 4.52637, -3.35944], [1.96448, 4.24848, -4.72625], [2.14886, 2.78133, -4.78258], [0.23161, 4.40578, -4.60877], [-0.43239, 4.61561, -3.33091], [-0.46259, 3.34631, -5.34842], [2.20555, 5.63383, -5.68774], [1.31408, 6.76710, -5.53222], [2.42033, 5.33107, -7.11173], [2.72115, 6.75618, -2.63492], [2.84992, 5.51237, -1.38508], [1.31925, 5.78043, -2.15771], [4.69788, 5.33712, -3.90194], [4.43272, 3.58804, -3.85443], [4.60126, 4.47427, -2.34971], [-0.12114, 3.90064, -2.55526], [-1.50958, 4.51477, -3.47062], [-0.28468, 5.63103, -2.96449], [-0.53781, 2.41361, -4.78088], [0.05675, 3.12541, -6.28067], [-1.47075, 3.68101, -5.60249], [0.30776, 6.56899, -5.91109], [1.74590, 7.59770, -6.09453], [1.23988, 7.08850, -4.49428], [1.49885, 5.00071, -7.60920], [3.16469, 4.54145, -7.22277], [2.79774, 6.21115, -7.63334]],
  "homo_energy_ev": -8.531,
  "smiles": "CC(C)CC[C@]1(C)OS(=O)(=O)[C@@](CCCO)(C[C@@H](C)Br)[C@](F)(S(=O)(=O)F)[C@@]1(C[C@@H](C)Cl)[C@@H](C)F.CN(C)P(=O)(N(C)C)N(C)C.CN(C)P(=O)(N(C)C)N(C)C"
}